Arrangement 1

DFT (ωB97M-V/def2-TZVPD) results for one molecule with the formula C2H8N4.

Properties
highest occupied orbital energy = -0.2780 Eh
gap between HOMO and LUMO = 8.539 eV
SMILES = C/N=C(\N)NN

Last columns: bonded neighbours and bond lengths (Å).
Geometry (Å):
1 C -0.4401 1.3777 -1.7634  N2 1.453, H7 1.096, H8 1.093, H9 1.096
2 N -0.5172 0.0620 -1.1520  C1 1.453, C3 1.301
3 C 0.1252 -0.1641 -0.0434  N2 1.301, N4 1.356, N5 1.366
4 N 0.8481 0.6727 0.7415  C3 1.356, H10 1.008, H11 1.013
5 N -0.2559 -1.3655 0.4822  C3 1.366, N6 1.417, H12 1.112
6 N 0.1064 -1.6980 1.8116  N5 1.417, H13 1.020, H14 1.024
7 H -1.0008 2.1219 -1.1864  C1 1.096
8 H -0.8670 1.3298 -2.7683  C1 1.093
9 H 0.5931 1.7256 -1.8775  C1 1.096
10 H 0.9592 1.6220 0.4223  N4 1.008
11 H 0.8200 0.3917 1.7146  N4 1.013
12 H -1.0318 -1.5587 -0.2908  N5 1.112
13 H -0.4237 -2.5171 2.1092  N6 1.020
14 H 1.0845 -2.0000 1.8004  N6 1.024

These are the Löwdin partial charges, in e, on atoms 1 to 4: -0.17, -0.05, -0.56, 0.16

Arrangement 2

DFT (ωB97M-V/def2-TZVPD) results for one molecule with the formula C2H8N4.

Properties
highest occupied orbital energy = -0.2873 Eh
gap between HOMO and LUMO = 8.715 eV
SMILES = C/C(=N/N)NN

Last columns: bonded neighbours and bond lengths (Å).
Geometry (Å):
1 C 0.7592 -1.5295 -0.6237  C2 1.481, H7 1.220, H8 1.132, H9 1.164
2 C 0.4161 -0.2074 -0.0515  C1 1.481, N3 1.288, N5 1.330
3 N 0.7089 -0.0860 1.1971  C2 1.288, N4 1.405
4 N 0.6081 1.2734 1.5389  N3 1.405, H10 1.016, H11 1.046
5 N -0.3590 0.5986 -0.7713  C2 1.330, N6 1.417, H12 1.125
6 N -1.6844 0.8952 -0.3664  N5 1.417, H13 1.164, H14 1.232
7 H 0.6699 -1.3101 -1.8205  C1 1.220
8 H -0.1602 -2.1747 -0.4853  C1 1.132
9 H 1.7201 -2.0597 -0.2361  C1 1.164
10 H 1.2318 1.4256 2.3260  N4 1.016
11 H 0.8314 1.8904 0.7248  N4 1.046
12 H -0.3856 0.0220 -1.7365  N5 1.125
13 H -1.8317 1.2662 0.7265  N6 1.164
14 H -2.5247 -0.0041 -0.4220  N6 1.232

These are the Löwdin partial charges, in e, on atoms 1 to 4: -0.06, -0.58, 0.00, -0.05

Most stable: arrangement 1 (next structure +2.633 eV)

Arrangement 1

DFT (ωB97M-V/def2-TZVPD) results for a 2-piece molecular cluster, C5H11ClN overall.

Properties
highest occupied orbital energy = -0.5034 Eh
gap between HOMO and LUMO = 10.420 eV
charge = +1

Last columns: bonded neighbours and bond lengths (Å).
Geometry (Å):
1 C -1.9945 1.9653 -2.5434  C2 1.284, H8 1.103, H9 1.097
2 C -1.2775 1.7688 -1.4964  C1 1.284, Cl7 1.795, H14 1.014
3 C 0.2142 -2.2944 0.9171  C4 1.510, H10 1.082, H11 1.114, H12 1.100
4 C -0.1286 -1.0667 1.7261  C3 1.510, C5 1.383, H13 1.063
5 C 0.6286 0.0679 1.5009  C4 1.383, N6 1.470, H15 1.045
6 N 1.7817 0.0869 0.5888  C5 1.470, H16 1.064, H17 1.033, H18 1.023
7 Cl 0.5046 1.7449 -1.7123  C2 1.795
8 H -1.5646 2.3927 -3.4653  C1 1.103
9 H -3.0863 2.0281 -2.4533  C1 1.097
10 H 0.4131 -2.0054 -0.1066  C3 1.082
11 H -0.5853 -3.0646 0.8270  C3 1.114
12 H 1.0716 -2.8254 1.3562  C3 1.100
13 H -0.8929 -1.1996 2.4522  C4 1.063
14 H -1.6324 1.3535 -0.6426  C2 1.014
15 H 0.5944 1.0116 1.9480  C5 1.045
16 H 2.6985 0.3194 1.0758  N6 1.064
17 H 1.3962 0.5935 -0.2245  N6 1.033
18 H 1.8593 -0.8764 0.2523  N6 1.023

These are the Löwdin partial charges, in e, on atoms 1 to 4: -0.06, -0.52, -0.09, -0.05

Arrangement 2

DFT (ωB97M-V/def2-TZVPD) results for a 2-piece molecular cluster, C5H11ClN overall.

Properties
highest occupied orbital energy = -0.5324 Eh
gap between HOMO and LUMO = 10.436 eV
charge = +1

Last columns: bonded neighbours and bond lengths (Å).
Geometry (Å):
1 C -0.2416 -0.0313 0.1608  C5 1.322, N6 1.291
2 C -1.1636 -0.9060 -1.9259  C5 1.435, H8 1.135, H9 1.083, H10 1.107
3 C 1.7920 0.7755 1.1848  N6 1.421, H11 1.048, H12 1.104, H13 1.004
4 C -0.0249 2.2589 0.6119  N6 1.434, H14 1.116, H15 1.162, H16 1.173
5 C -1.2383 -0.5480 -0.5378  C1 1.322, C2 1.435, H17 1.060
6 N 0.4941 0.9226 0.6246  C1 1.291, C3 1.421, C4 1.434
7 Cl -1.5641 -4.5687 0.5889  H18 1.275
8 H -0.2503 -0.5628 -2.5060  C2 1.135
9 H -1.4194 -1.9391 -2.1270  C2 1.083
10 H -2.0328 -0.3879 -2.3740  C2 1.107
11 H 2.1194 -0.1918 0.9480  C3 1.048
12 H 1.7165 0.9449 2.2727  C3 1.104
13 H 2.4741 1.4570 0.9052  C3 1.004
14 H 0.0980 2.8171 1.5704  C4 1.116
15 H -1.1185 2.2559 0.2206  C4 1.162
16 H 0.5482 2.9474 -0.1452  C4 1.173
17 H -1.9563 -0.9450 0.1328  C5 1.060
18 H -0.6610 -5.4414 0.3713  Cl7 1.275

These are the Löwdin partial charges, in e, on atoms 1 to 4: 0.11, -0.06, 0.01, -0.02

Most stable: arrangement 1 (next structure +0.279 eV)

Arrangement 1

DFT (ωB97M-V/def2-TZVPD) results for a 2-piece molecular cluster, C3H11N2OP overall.

Properties
highest occupied orbital energy = -0.2976 Eh
gap between HOMO and LUMO = 8.926 eV
SMILES = NP(N)O.C=CC

Last columns: bonded neighbours and bond lengths (Å).
Geometry (Å):
1 N 1.4624 0.5337 -0.6672  P2 1.767, H5 1.060, H6 0.998
2 P 3.0473 0.2639 0.0673  N1 1.767, N3 1.700, O4 1.642
3 N 2.8601 -0.6786 1.4694  P2 1.700, H7 0.995, H8 1.104
4 O 3.7400 -0.8088 -0.9656  P2 1.642, H9 0.957
5 H 0.5109 0.8268 -0.3026  N1 1.060
6 H 1.6234 0.9002 -1.5810  N1 0.998
7 H 2.6005 -0.2187 2.3124  N3 0.995
8 H 2.1891 -1.5011 1.1649  N3 1.104
9 H 3.8666 -1.6538 -0.5339  O4 0.957
10 C -3.3171 0.7089 0.8874  C11 1.347, H13 1.192, H14 1.101
11 C -2.1257 0.5375 0.2835  C10 1.347, C12 1.556, H15 1.049
12 C -1.9246 -0.1980 -1.0728  C11 1.556, H16 1.093, H17 1.110, H18 1.115
13 H -4.2752 0.8006 0.1835  C10 1.192
14 H -3.4692 0.9486 1.9512  C10 1.101
15 H -1.2865 0.5399 0.9126  C11 1.049
16 H -1.0419 0.2206 -1.5637  C12 1.093
17 H -1.6808 -1.2444 -0.7920  C12 1.110
18 H -2.7793 0.0228 -1.7534  C12 1.115

These are the Löwdin partial charges, in e, on atoms 1 to 4: -0.20, 0.62, -0.22, -0.32

Arrangement 2

DFT (ωB97M-V/def2-TZVPD) results for a 2-piece molecular cluster, C3H11N2OP overall.

Properties
highest occupied orbital energy (alpha / beta) = -0.2774 / -0.2774 Eh
gap between HOMO and LUMO (alpha / beta) = 6.742 / 6.743 eV

Last columns: bonded neighbours and bond lengths (Å).
Geometry (Å):
1 C -1.7837 -1.0914 0.1776  C3 1.586, H8 1.007, H9 1.088, H10 1.031
2 C -1.4524 1.3292 0.6230  C3 1.552, H11 1.028, H12 1.127, H13 1.065
3 C -1.2600 0.2538 -0.4789  C1 1.586, C2 1.552, O6 1.381, H14 1.140
4 N 2.4914 1.2222 -0.3129  P7 1.597, H15 1.099, H16 1.028
5 N 3.0757 -1.1612 -0.3346  P7 1.625, H17 1.061, H18 0.942
6 O 0.0731 0.2838 -0.8399  C3 1.381
7 P 2.4681 -0.0367 0.6695  N4 1.597, N5 1.625
8 H -1.1549 -1.1942 0.9578  C1 1.007
9 H -2.8268 -1.2173 0.4583  C1 1.088
10 H -1.5257 -1.8768 -0.4384  C1 1.031
11 H -2.4628 1.5028 0.6981  C2 1.028
12 H -0.9933 2.2848 0.2408  C2 1.127
13 H -1.2645 1.1044 1.6466  C2 1.065
14 H -1.9671 0.5011 -1.3386  C3 1.140
15 H 1.6395 1.1081 -0.9985  N4 1.099
16 H 2.1785 2.0960 0.1292  N4 1.028
17 H 3.4783 -0.9026 -1.2817  N5 1.061
18 H 3.2396 -2.0630 -0.1173  N5 0.942

These are the Löwdin partial charges, in e, on atoms 1 to 4: -0.06, -0.10, -0.58, -0.26

Most stable: arrangement 1 (next structure +1.866 eV)

Arrangement 1

DFT (ωB97M-V/def2-TZVPD) results for an isolated ion of composition C5H15N2 and charge +1.

Properties
highest occupied orbital energy = -0.4787 Eh
gap between HOMO and LUMO = 10.178 eV
charge = +1
SMILES = CC[NH2+]CCNC

Last columns: bonded neighbours and bond lengths (Å).
Geometry (Å):
1 C -2.5132 1.6914 0.2300  C2 1.504, H8 1.077, H9 1.136, H10 1.083
2 C -1.4414 0.8972 -0.4638  C1 1.504, N3 1.552, H11 1.115, H12 1.074
3 N -0.5538 0.3358 0.6789  C2 1.552, C4 1.576, H13 1.022, H14 1.036
4 C 0.8886 0.8888 0.3680  N3 1.576, C5 1.687, H15 1.089, H16 1.107
5 C 1.4990 -0.1634 -0.8010  C4 1.687, N6 1.425, H17 1.107, H18 1.083
6 N 1.0218 -1.4923 -0.6052  C5 1.425, C7 1.492, H19 1.001
7 C 1.7609 -2.3987 0.3209  N6 1.492, H20 1.098, H21 1.133, H22 1.107
8 H -2.3857 2.7476 0.0631  C1 1.077
9 H -3.5660 1.6103 -0.1894  C1 1.136
10 H -2.6913 1.4683 1.2745  C1 1.083
11 H -1.9003 -0.0090 -0.9247  C2 1.115
12 H -0.8881 1.3850 -1.2445  C2 1.074
13 H -0.7548 0.4818 1.6700  N3 1.022
14 H -0.4475 -0.6748 0.4781  N3 1.036
15 H 0.7060 1.8427 -0.1237  C4 1.089
16 H 1.4417 0.9010 1.3272  C4 1.107
17 H 1.1779 0.1672 -1.8069  C5 1.107
18 H 2.5761 -0.0598 -0.7646  C5 1.083
19 H 0.3775 -2.0266 -1.1541  N6 1.001
20 H 2.4273 -3.0142 -0.2973  C7 1.098
21 H 0.9882 -2.8998 0.9804  C7 1.133
22 H 2.2771 -1.6786 0.9842  C7 1.107

These are the Löwdin partial charges, in e, on atoms 1 to 4: -0.08, -0.16, 0.03, -0.03

Arrangement 2

DFT (ωB97M-V/def2-TZVPD) results for a 2-piece molecular cluster, C5H15N2 overall.

Properties
highest occupied orbital energy = -0.4862 Eh
gap between HOMO and LUMO = 9.635 eV
charge = +1

Last columns: bonded neighbours and bond lengths (Å).
Geometry (Å):
1 C 1.0879 1.5205 0.3166  C2 1.337, N4 1.480, H5 1.075
2 C 0.3314 1.8796 -0.7262  C1 1.337, N3 1.350, H6 1.086
3 N -0.2593 1.0436 -1.6062  C2 1.350, H7 1.006, H8 1.009
4 N 1.7097 2.5793 1.1423  C1 1.480, H9 1.026, H10 1.023, H11 1.022
5 H 1.3013 0.5241 0.6594  C1 1.075
6 H 0.2052 2.9378 -0.9344  C2 1.086
7 H -0.9860 1.4369 -2.1797  N3 1.006
8 H -0.3932 0.0842 -1.3241  N3 1.009
9 H 2.7279 2.4677 1.1935  N4 1.026
10 H 1.3530 2.5833 2.1009  N4 1.023
11 H 1.5348 3.5018 0.7394  N4 1.022
12 C -0.2704 -2.6909 1.2308  C13 1.521, H15 1.089, H16 1.091, H17 1.093
13 C -1.2895 -1.8498 0.4765  C12 1.521, C14 1.527, H18 1.098, H19 1.089
14 C -1.3190 -2.1845 -1.0130  C13 1.527, H20 1.091, H21 1.095, H22 1.090
15 H -0.5066 -3.7512 1.1525  C12 1.089
16 H -0.2483 -2.4416 2.2924  C12 1.091
17 H 0.7383 -2.5511 0.8345  C12 1.093
18 H -1.0722 -0.7832 0.6234  C13 1.098
19 H -2.2804 -2.0111 0.8984  C13 1.089
20 H -2.0112 -1.5464 -1.5649  C14 1.091
21 H -0.3231 -2.0939 -1.4586  C14 1.095
22 H -1.6371 -3.2165 -1.1621  C14 1.090

These are the Löwdin partial charges, in e, on atoms 1 to 4: -0.10, -0.18, 0.12, 0.18

Most stable: arrangement 2 (next structure +0.858 eV)

Arrangement 1

DFT (ωB97M-V/def2-TZVPD) results for an isolated ion of composition C5H15N2 and charge +1.

Properties
highest occupied orbital energy = -0.5119 Eh
gap between HOMO and LUMO = 11.111 eV
charge = +1
SMILES = C[NH2+]CCCCN

Last columns: bonded neighbours and bond lengths (Å).
Geometry (Å):
1 C -0.2960 0.7158 2.5202  N2 1.443, H8 1.093, H9 1.086, H10 1.100
2 N -0.1992 -0.3310 1.5312  C1 1.443, C3 1.507, H11 1.011, H12 1.129
3 C 1.1023 -0.4313 0.7789  N2 1.507, C4 1.539, H13 1.091, H14 1.094
4 C 1.0553 -1.1220 -0.5954  C3 1.539, C5 1.599, H15 1.097, H16 1.082
5 C 0.5305 -0.3334 -1.8833  C4 1.599, C6 1.519, H17 1.090, H18 1.088
6 C -0.4976 0.7762 -1.7419  C5 1.519, N7 1.468, H19 1.099, H20 1.102
7 N -1.7145 0.3202 -1.0581  C6 1.468, H21 1.012, H22 1.015
8 H -0.3893 1.7265 2.1134  C1 1.093
9 H -1.0606 0.5490 3.2726  C1 1.086
10 H 0.6634 0.8145 3.0496  C1 1.100
11 H -0.3565 -1.2243 1.9788  N2 1.011
12 H -0.9455 -0.1809 0.6974  N2 1.129
13 H 1.7751 -0.9912 1.4303  C3 1.091
14 H 1.5213 0.5696 0.6410  C3 1.094
15 H 0.3707 -1.9692 -0.4676  C4 1.097
16 H 2.0877 -1.4063 -0.7533  C4 1.082
17 H 1.4299 0.1270 -2.2927  C5 1.090
18 H 0.1182 -1.1077 -2.5267  C5 1.088
19 H -0.0754 1.7002 -1.3232  C6 1.099
20 H -0.6655 1.2081 -2.7413  C6 1.102
21 H -2.3911 1.0732 -1.0579  N7 1.012
22 H -2.0630 -0.4828 -1.5721  N7 1.015

These are the Löwdin partial charges, in e, on atoms 1 to 4: -0.04, -0.03, -0.15, -0.15

Arrangement 2

DFT (ωB97M-V/def2-TZVPD) results for a 2-piece molecular cluster, C5H15N2 overall.

Properties
highest occupied orbital energy = -0.4423 Eh
gap between HOMO and LUMO = 5.246 eV
charge = +1

Last columns: bonded neighbours and bond lengths (Å).
Geometry (Å):
1 C 0.3665 0.1584 0.7326  C2 1.483, N7 1.451, H8 1.088, H9 1.094
2 C -0.8799 0.8385 0.3043  C1 1.483, C3 1.435, H11 1.094
3 C -1.4672 0.6308 -0.9881  C2 1.435, C4 1.716, H12 1.083, H13 1.088
4 C -2.8685 -0.3127 -0.6853  C3 1.716, C5 1.507, H14 1.079, H15 1.087
5 C -2.5037 -1.5901 0.0256  C4 1.507, H16 1.091, H17 1.092, H19 1.102
6 N 4.7607 0.4156 0.6539  H10 1.001, H18 1.003, H20 0.996
7 N 1.4811 0.3993 -0.1646  C1 1.451, H21 1.013, H22 1.012
8 H 0.6187 0.4799 1.7412  C1 1.088
9 H 0.2482 -0.9287 0.7247  C1 1.094
10 H 4.0649 0.1606 1.3272  N6 1.001
11 H -0.9357 1.8670 0.6717  C2 1.094
12 H -0.8700 -0.0380 -1.5959  C3 1.083
13 H -1.9910 1.4316 -1.5052  C3 1.088
14 H -3.4133 0.3435 -0.0245  C4 1.079
15 H -3.3050 -0.5366 -1.6555  C4 1.087
16 H -3.3904 -2.2256 0.0320  C5 1.091
17 H -1.6820 -2.1649 -0.4059  C5 1.092
18 H 5.6035 -0.1279 0.6737  N6 1.003
19 H -2.0767 -1.2859 0.9951  C5 1.102
20 H 4.9076 1.3791 0.4476  N6 0.996
21 H 1.6306 -0.2561 -0.9218  N7 1.013
22 H 1.7016 1.3623 -0.3828  N7 1.012

These are the Löwdin partial charges, in e, on atoms 1 to 4: -0.25, 0.10, -0.09, -0.13

Arrangement 3

DFT (ωB97M-V/def2-TZVPD) results for an isolated ion of composition C5H15N2 and charge +1.

Properties
highest occupied orbital energy = -0.4927 Eh
gap between HOMO and LUMO = 10.243 eV
charge = +1
SMILES = C[C@@H]([NH3+])CN(C)C

Last columns: bonded neighbours and bond lengths (Å).
Geometry (Å):
1 C 0.6091 1.9852 1.6133  C2 1.516, H8 1.079, H9 1.084, H10 1.096
2 C 0.8094 0.8834 0.5907  C1 1.516, N3 1.528, C4 1.531, H11 1.078
3 N 1.2065 -0.4057 1.3082  C2 1.528, H12 1.050, H13 1.014, H14 1.020
4 C -0.4170 0.5682 -0.2702  C2 1.531, N5 1.487, H15 1.080, H16 1.086
5 N -0.3723 -0.8408 -0.7446  C4 1.487, C6 1.475, C7 1.475
6 C -1.6975 -1.4702 -0.5929  N5 1.475, H17 1.107, H18 1.078, H19 1.083
7 C 0.0490 -0.8835 -2.1570  N5 1.475, H20 1.082, H21 1.094, H22 1.086
8 H 0.6009 1.6490 2.6388  C1 1.079
9 H 1.4041 2.7223 1.6262  C1 1.084
10 H -0.3506 2.5152 1.6223  C1 1.096
11 H 1.7410 1.0627 0.0784  C2 1.078
12 H 0.8817 -1.1494 0.6426  N3 1.050
13 H 2.2003 -0.5010 1.4830  N3 1.014
14 H 0.6762 -0.5773 2.1630  N3 1.020
15 H -1.3242 0.6690 0.3079  C4 1.080
16 H -0.3864 1.2197 -1.1381  C4 1.086
17 H -2.5339 -0.7687 -0.7747  C6 1.107
18 H -1.8648 -2.2555 -1.3116  C6 1.078
19 H -1.8568 -1.7786 0.4327  C6 1.083
20 H 0.0847 -1.9013 -2.5234  C7 1.082
21 H 1.0779 -0.5143 -2.1998  C7 1.094
22 H -0.5374 -0.2285 -2.7948  C7 1.086

These are the Löwdin partial charges, in e, on atoms 1 to 4: -0.03, -0.28, 0.20, -0.14

Arrangement 4

DFT (ωB97M-V/def2-TZVPD) results for a 2-piece molecular cluster, C5H15N2 overall.

Properties
highest occupied orbital energy = -0.5212 Eh
gap between HOMO and LUMO = 11.299 eV
charge = +1

Last columns: bonded neighbours and bond lengths (Å).
Geometry (Å):
1 C -1.7929 1.1164 2.2590  N3 1.483, H4 1.105, H5 1.084, H6 1.105
2 C 0.3347 2.1672 2.1527  N3 1.291, H7 1.113, H8 1.099
3 N -0.4954 1.3596 1.5824  C1 1.483, C2 1.291
4 H -1.8531 1.5189 3.2868  C1 1.105
5 H -1.9325 0.0415 2.2737  C1 1.084
6 H -2.5932 1.5281 1.6179  C1 1.105
7 H 1.3844 2.1991 1.7826  C2 1.113
8 H 0.0120 2.8998 2.9060  C2 1.099
9 C -0.0982 -1.7425 -2.2945  C10 1.499, H13 1.101, H14 1.094, H15 1.101
10 C 0.2836 -1.1227 -0.9839  C9 1.499, C11 1.520, N12 1.491, H16 1.103
11 C 1.7647 -1.2461 -0.6634  C10 1.520, H17 1.101, H18 1.086, H19 1.111
12 N -0.0580 0.3286 -1.0196  C10 1.491, H20 1.010, H21 1.065, H22 1.040
13 H -1.1821 -1.5982 -2.4197  C9 1.101
14 H 0.4504 -1.3239 -3.1438  C9 1.094
15 H 0.0787 -2.8271 -2.2245  C9 1.101
16 H -0.3529 -1.5315 -0.1811  C10 1.103
17 H 2.3059 -0.7062 -1.4553  C11 1.101
18 H 2.0610 -2.2883 -0.7361  C11 1.086
19 H 2.0733 -0.8252 0.3177  C11 1.111
20 H -0.9559 0.4975 -1.4494  N12 1.010
21 H -0.0959 0.7231 -0.0314  N12 1.065
22 H 0.6616 0.8319 -1.5762  N12 1.040

These are the Löwdin partial charges, in e, on atoms 1 to 4: -0.10, 0.00, -0.13, 0.09

Most stable: arrangement 1 (next structure +0.144 eV)